Entry 1:
Computed, not measured: C3H2N2O2 in the gas phase at a distorted geometry, with ωB97M-V/def2-TZVPD.

The geometry in XYZ format:
```
9
Properties=species:S:1:pos:R:3:forces:R:3:lowdin_charge:R:1
C 1.3843 0.2837 -0.3972 -0.005 0.225 -0.213 -0.5325
C -1.1526 0.1547 0.9934 0.030 0.186 0.158 -0.4083
C -0.0095 0.2812 0.1035 0.213 -2.142 -1.211 -0.0201
N 0.9772 -0.9743 -0.5957 -1.201 1.496 0.388 0.1936
N -1.3591 0.3235 -0.3239 0.763 0.162 0.113 0.2324
O 2.2949 1.0304 -0.5293 0.551 0.204 0.034 0.1266
O -1.6457 0.0036 2.0514 -0.355 -0.068 0.572 0.1554
H 1.4026 -1.8004 -0.2178 0.313 -0.239 0.356 0.1005
H -1.8921 0.6976 -1.0843 -0.308 0.177 -0.196 0.1525
```
Positions in Å, forces in eV/Å.

The SMILES is O=C1NC12NC2=O. The value obtained for the electronic energy is -10214.5514 eV. The value obtained for the HOMO energy is -10.22 eV.

Entry 2:
Computed, not measured: 8 unconnected molecules or ions with the total composition C63H74IN2O35P at a distorted geometry, with ωB97M-V/def2-TZVPD.

The geometry in XYZ format:
```
176
Properties=species:S:1:pos:R:3:forces:R:3:lowdin_charge:R:1
C -2.9289 -0.2704 6.6070 -0.052 0.179 0.354 -0.1114
C -1.9575 0.8934 6.7236 0.289 -0.346 0.270 -0.2517
N -1.1707 1.1916 5.5172 -0.596 0.528 0.181 -0.0351
C -1.8770 1.6168 4.3371 0.577 -0.298 0.297 -0.6541
I -2.1921 -0.2422 3.1527 0.648 -0.500 0.115 1.1573
O -3.0902 2.1996 4.6993 0.346 0.247 -0.452 -0.1497
C -4.0274 2.5843 3.6894 -0.889 0.353 0.347 -0.3946
C -4.9149 1.4100 3.2163 0.254 0.368 0.121 -0.2762
O -4.6110 1.0312 1.8729 -0.289 0.572 0.350 -0.3278
C -5.6204 1.3772 0.9399 -0.611 1.678 -0.417 -0.0836
P -5.2119 3.9226 4.3793 -0.520 -0.157 -0.175 1.0012
C -4.7079 5.4760 3.5205 0.276 -0.336 -0.086 -0.2836
C -4.7879 4.2138 6.1350 0.069 -0.084 0.250 -0.4255
C -5.2820 3.0592 7.0367 -0.054 0.402 -0.036 -0.1525
C -0.9084 2.5185 3.4583 -0.199 -0.325 -0.536 -0.4662
C -0.8805 3.9947 3.8901 -0.359 -0.006 0.407 -0.0639
C -0.7738 4.3897 5.3679 0.630 0.332 -0.258 -0.2328
O -1.3069 5.6958 5.5679 -0.137 -0.090 0.033 -0.0576
N -1.3445 2.4645 2.0553 0.224 0.636 0.045 0.0062
C -0.2715 2.3617 1.0689 -0.361 -0.131 -0.460 -0.2233
O -0.8324 2.7107 -0.1804 0.116 -0.065 0.127 -0.1258
C -1.4337 1.5865 -0.8253 -0.158 0.217 -0.250 -0.1614
C -0.3978 0.8684 -1.6932 -0.196 0.090 0.417 -0.2005
O -0.7150 -0.4944 -1.8649 0.003 0.061 -0.090 -0.1413
C -0.0887 -1.3216 -0.8875 -0.206 -0.126 -0.368 -0.2653
C -0.6346 -2.7249 -1.0514 0.053 0.202 0.154 -0.0630
O 0.3318 1.8441 3.4776 -0.022 0.185 -0.074 -0.1344
C 1.4758 2.4200 4.0514 0.234 -0.523 0.390 -0.1497
C 2.6603 1.4305 3.8224 -0.119 0.343 -0.523 -0.1783
O 2.2540 0.2084 3.2628 0.502 -0.213 0.350 -0.1487
C 1.8036 -0.7331 4.2374 -0.396 0.087 -0.032 -0.2493
C 2.9315 -1.3712 5.0442 -0.242 0.349 0.030 -0.0576
H -3.7906 -0.0338 5.9860 0.079 -0.114 -0.144 0.0465
H -3.3039 -0.4843 7.6119 -0.032 0.012 -0.032 0.0769
H -2.4277 -1.1667 6.2490 -0.058 0.018 -0.178 0.0563
H -1.2159 0.6113 7.4780 0.048 0.055 -0.069 0.1162
H -2.4591 1.7760 7.1289 -0.225 0.093 -0.168 0.0934
H -0.5100 1.9113 5.7813 0.194 -0.156 -0.166 0.0861
H -3.5700 3.0292 2.8046 0.183 -0.117 0.076 0.1002
H -5.9591 1.7193 3.2540 -0.044 -0.097 0.092 0.0900
H -4.7645 0.5535 3.8768 -0.107 0.174 -0.117 0.0555
H -6.4042 0.6142 0.9060 -0.164 1.071 0.105 0.1004
H -5.1508 1.4186 -0.0434 -0.057 -0.055 0.050 0.1056
H -6.0521 2.3587 1.1535 0.125 0.089 0.101 0.0998
H -4.9996 6.3237 4.1387 -0.041 0.037 -0.028 0.0366
H -5.2551 5.5156 2.5783 -0.013 0.109 0.037 0.0259
H -3.6456 5.5529 3.2932 0.099 0.075 0.144 0.0171
H -3.7465 4.4574 6.3260 0.240 -0.076 -0.147 0.0587
H -5.3514 5.1150 6.3908 0.045 0.060 -0.094 0.0694
H -6.2044 3.3527 7.5389 -0.071 -0.113 -0.096 0.0654
H -5.4894 2.1532 6.4672 0.126 -0.110 0.094 0.0526
H -4.5626 2.8485 7.8248 0.092 -0.176 -0.063 0.0605
H -0.1072 4.5139 3.3181 0.029 -0.108 -0.069 0.1293
H -1.8239 4.4240 3.5551 -0.138 -0.045 0.030 0.0985
H -1.3143 3.7090 6.0167 -0.265 0.109 0.035 0.1028
H 0.2767 4.4035 5.6777 -0.056 -0.226 0.112 0.1142
H -0.6615 6.3405 5.2597 -0.070 -0.035 0.016 0.0913
H -1.8383 3.3146 1.8060 -0.032 -0.015 0.042 0.1129
H 0.5558 3.0607 1.2350 0.048 -0.085 0.084 0.1379
H 0.0828 1.3298 1.0323 0.281 0.057 0.219 0.1185
H -1.8830 0.9034 -0.0991 0.077 -0.008 0.087 0.1096
H -2.2338 1.9913 -1.4466 -0.055 -0.066 0.036 0.1267
H -0.3434 1.3498 -2.6716 0.047 -0.123 -0.062 0.1314
H 0.5710 0.9825 -1.1965 0.075 -0.111 -0.107 0.0923
H 0.9907 -1.3026 -1.0748 0.041 0.028 0.182 0.1213
H -0.2947 -0.9449 0.1216 0.091 0.039 0.026 0.0993
H -0.6161 -3.0134 -2.1009 0.091 -0.067 0.011 0.0601
H -1.6652 -2.7847 -0.7006 -0.006 -0.013 -0.008 0.0775
H -0.0223 -3.4158 -0.4704 -0.072 -0.098 -0.044 0.0791
H 1.3339 2.5542 5.1306 0.025 0.162 -0.025 0.1112
H 1.7457 3.3782 3.5988 -0.142 0.085 0.064 0.1236
H 3.2348 1.3049 4.7446 -0.096 -0.044 0.065 0.1139
H 3.3414 1.8808 3.0965 -0.018 -0.034 -0.017 0.1216
H 1.2425 -1.4842 3.6824 0.122 -0.002 -0.101 0.1121
H 1.0729 -0.2415 4.8893 -0.008 -0.083 0.045 0.1039
H 2.6024 -2.3397 5.4190 0.094 -0.048 -0.008 0.0780
H 3.1942 -0.7599 5.9091 0.132 -0.021 -0.028 0.0724
H 3.8163 -1.5014 4.4217 -0.007 -0.213 0.002 0.0671
C -6.7659 -3.4417 3.1008 0.066 0.114 0.103 0.0773
C -7.3625 -4.2539 2.2182 -0.021 -0.067 0.122 -0.2349
C -7.3221 -3.9940 0.7298 0.138 0.289 -0.195 -0.3120
O -7.8842 -4.8064 0.0145 -0.093 -0.122 0.068 0.0947
C -6.6320 -2.8171 0.2506 -0.257 -0.245 -0.151 0.0802
C -6.0368 -1.9969 1.1304 0.360 0.200 -0.440 -0.2036
C -6.0629 -2.2683 2.6154 -0.063 -0.224 -0.117 -0.2897
O -5.4717 -1.4725 3.3150 -0.097 -0.034 0.356 0.0707
O -5.3818 -0.9032 0.7721 -0.247 -3.561 -0.460 0.0206
O -8.0319 -5.3481 2.5585 0.027 0.045 -0.050 0.1117
H -6.7852 -3.6206 4.1665 -0.008 -0.025 -0.003 0.1342
H -6.6180 -2.6377 -0.8151 0.042 -0.029 0.001 0.1110
H -5.0338 -0.4633 1.5792 0.690 0.168 0.353 0.0394
H -8.3480 -5.7379 1.7190 0.013 0.014 -0.041 0.1177
C 4.4591 1.0237 -3.6919 -0.047 -0.057 0.048 0.0750
C 5.0229 1.7525 -4.6677 0.046 -0.086 0.061 -0.2477
C 4.5995 3.1771 -4.9512 -0.152 0.158 0.076 -0.3147
O 5.1802 3.7572 -5.8499 0.052 -0.080 -0.044 0.1093
C 3.5380 3.7571 -4.1540 0.066 0.056 -0.089 0.0746
C 2.9720 3.0277 -3.1815 -0.071 0.113 -0.011 -0.2265
C 3.4115 1.6118 -2.8826 0.101 -0.133 -0.066 -0.3027
O 2.8483 1.0379 -1.9687 0.017 0.080 0.050 0.0983
O 1.9917 3.4812 -2.4136 0.068 -0.069 0.005 0.1168
O 5.9747 1.2959 -5.4642 0.011 0.072 0.219 0.1022
H 4.7547 0.0056 -3.4804 0.019 0.005 -0.008 0.1369
H 3.2311 4.7694 -4.3752 -0.015 -0.001 0.021 0.1356
H 1.7490 2.7622 -1.7977 -0.013 -0.005 -0.011 0.0988
H 6.1829 2.0143 -6.0953 -0.043 -0.053 -0.090 0.1066
C 4.6624 1.6098 -10.3996 0.110 -0.001 0.094 0.0774
C 3.6332 1.6010 -11.2586 0.121 0.042 -0.068 -0.2330
C 2.2251 1.2598 -10.8270 -0.125 -0.074 0.227 -0.3113
O 1.3627 1.2987 -11.6849 0.063 0.019 -0.096 0.1070
C 1.9889 0.9065 -9.4412 -0.110 0.014 -0.098 0.0768
C 3.0192 0.9105 -8.5849 -0.126 -0.078 0.079 -0.2259
C 4.4202 1.2797 -9.0117 0.094 0.091 -0.179 -0.2945
O 5.2718 1.2756 -8.1405 -0.022 -0.008 -0.092 0.0994
O 2.9098 0.5938 -7.3014 0.046 0.044 -0.039 0.1192
O 3.7490 1.8898 -12.5460 -0.052 -0.015 0.043 0.1184
H 5.6709 1.8580 -10.6982 -0.011 0.010 -0.022 0.1363
H 0.9829 0.6464 -9.1440 0.008 0.001 0.022 0.1372
H 3.8112 0.6614 -6.9274 0.034 -0.016 -0.022 0.1030
H 2.8494 1.8100 -12.9220 -0.023 -0.002 0.016 0.1209
C -1.3468 -6.6943 -6.5990 0.021 -0.107 0.078 0.0718
C -1.5642 -5.5716 -7.2974 0.022 -0.114 -0.095 -0.2357
C -1.8067 -4.2386 -6.6277 -0.018 0.089 0.257 -0.3126
O -1.9763 -3.2798 -7.3588 -0.007 -0.040 -0.107 0.1038
C -1.8254 -4.1814 -5.1800 -0.023 0.122 -0.088 0.0752
C -1.6107 -5.3056 -4.4820 -0.026 0.137 0.106 -0.2325
C -1.3461 -6.6339 -5.1510 0.014 -0.105 -0.232 -0.3127
O -1.1473 -7.5889 -4.4225 -0.019 0.050 0.095 0.1057
O -1.6075 -5.3546 -3.1578 0.006 -0.070 -0.046 0.1106
O -1.5850 -5.5221 -8.6219 -0.003 0.046 0.051 0.1151
H -1.1704 -7.6507 -7.0703 0.004 0.013 -0.020 0.1351
H -2.0118 -3.2266 -4.7078 0.015 -0.013 0.025 0.1355
H -1.4226 -6.2848 -2.9196 0.004 -0.018 -0.033 0.1218
H -1.7587 -4.5873 -8.8520 0.000 0.020 0.019 0.1194
C -6.5648 -0.9684 -3.6601 0.078 0.127 0.022 0.0739
C -7.3565 -2.0442 -3.7750 0.116 -0.052 0.102 -0.2332
C -8.6033 -2.0418 -4.6280 -0.140 0.142 -0.150 -0.3116
O -9.2416 -3.0769 -4.6751 0.060 -0.047 0.075 0.1096
C -8.9626 -0.8244 -5.3281 -0.069 -0.106 -0.003 0.0729
C -8.1733 0.2521 -5.2114 -0.117 0.024 -0.092 -0.2356
C -6.9152 0.2430 -4.3748 0.118 -0.190 0.153 -0.3127
O -6.2640 1.2710 -4.3494 -0.054 0.093 -0.040 0.1045
O -8.4155 1.4098 -5.8101 0.053 -0.019 0.039 0.1155
O -7.1224 -3.1937 -3.1569 -0.029 0.061 -0.083 0.1035
H -5.6700 -0.9613 -3.0527 0.008 -0.029 -0.004 0.1354
H -9.8629 -0.8265 -5.9258 0.010 0.019 -0.010 0.1355
H -7.6812 2.0029 -5.5539 0.020 -0.011 0.008 0.1196
H -7.8511 -3.7969 -3.4064 -0.018 -0.003 0.022 0.1250
C 7.4213 -0.0790 1.4719 0.090 -0.048 -0.111 0.0729
C 6.5409 0.2040 2.4443 -0.039 -0.149 -0.114 -0.2217
C 6.8470 1.2175 3.5244 0.223 0.200 0.105 -0.3063
O 5.9906 1.4384 4.3613 -0.161 -0.189 -0.099 0.1002
C 8.1417 1.8724 3.5115 -0.082 0.010 0.055 0.0729
C 9.0188 1.5816 2.5408 0.075 0.103 0.099 -0.2348
C 8.7023 0.5917 1.4475 -0.182 -0.205 -0.057 -0.3170
O 9.5587 0.4065 0.6009 0.093 0.062 0.029 0.0960
O 10.2235 2.1255 2.4494 -0.031 -0.041 -0.052 0.1186
O 5.3551 -0.3798 2.5216 0.108 0.123 0.118 0.1159
H 7.2105 -0.7989 0.6931 -0.044 0.002 0.009 0.1363
H 8.3577 2.5826 4.2969 0.014 0.003 -0.008 0.1349
H 10.6374 1.7305 1.6560 -0.007 -0.018 -0.006 0.1219
H 4.8915 -0.0144 3.2990 -0.071 0.047 -0.063 0.0807
C 9.7848 -3.1321 0.9238 -0.092 0.091 -0.173 0.0711
C 10.4473 -3.1183 2.0880 -0.004 0.118 -0.053 -0.2314
C 10.5241 -4.3313 2.9847 -0.090 -0.241 0.006 -0.3126
O 11.1651 -4.2164 4.0137 0.021 0.107 -0.001 0.1048
C 9.8380 -5.5411 2.5772 0.070 0.015 0.114 0.0729
C 9.1707 -5.5532 1.4148 -0.014 -0.136 0.068 -0.2348
C 9.1112 -4.3460 0.5080 0.097 0.224 0.025 -0.3102
O 8.4883 -4.4663 -0.5310 -0.049 -0.098 0.020 0.1072
O 8.5109 -6.6076 0.9574 0.018 0.064 -0.026 0.1171
O 11.0883 -2.0559 2.5596 -0.029 -0.056 0.030 0.1120
H 9.7255 -2.2666 0.2770 0.042 0.021 0.025 0.1249
H 9.8868 -6.4001 3.2311 -0.007 -0.013 -0.020 0.1354
H 8.1289 -6.3353 0.0993 0.005 0.022 -0.011 0.1206
H 11.4774 -2.3367 3.4122 0.004 -0.029 0.006 0.1196
```
Positions in Å, forces in eV/Å.

The SMILES is CCN[C@@](I)(O[C@@H](COC)P(C)CC)[C@](CCO)(NCOCCOCC)OCCOCC.O=C1C=C(O)C(=O)C=C1O.O=C1C=C(O)C(=O)C=C1O.O=C1C=C(O)C(=O)C=C1O.O=C1C=C(O)C(=O)C=C1O.O=C1C=C(O)C(=O)C=C1O.O=C1C=C(O)C(=O)C=C1O.O=C1C=C(O)C(=O)C=C1O. The value obtained for the electronic energy is -158555.5690 eV. The value obtained for the HOMO energy is -8.23 eV.

Entry 3:
Computed, not measured: a molecular structure, C7H17AlBrO, with ωB97M-V/def2-TZVPD.

The geometry in XYZ format:
```
27
Properties=species:S:1:pos:R:3:forces:R:3:lowdin_charge:R:1
C -0.7717 -1.6179 0.5994 -0.116 -0.037 -0.161 -0.0886
C -1.6150 -0.8073 -0.3778 0.089 -0.123 0.004 -0.4212
C -1.2614 -1.1901 -1.8135 -0.006 -0.160 0.097 -0.0868
C -1.5963 0.6962 -0.0987 -0.155 -0.042 -0.073 -0.1711
C -0.2922 1.4905 -0.1340 0.086 -0.027 -0.055 -0.3430
C 0.4198 1.4900 -1.4773 0.046 0.151 -0.013 -0.0744
C 0.6786 1.1547 1.0158 0.171 0.091 -0.002 -0.3205
O 1.8075 0.4484 0.6019 -0.064 -0.196 0.118 -0.3482
Al 2.7045 -0.4517 1.8394 0.350 -0.069 -0.174 -0.1998
Br 4.7572 -1.1262 0.7526 -0.143 0.055 0.057 -0.0163
H 0.2920 -1.4258 0.4685 -0.005 0.011 0.030 0.0404
H -1.0364 -1.3937 1.6302 0.025 0.017 0.141 0.0760
H -0.9472 -2.6815 0.4391 0.045 -0.141 -0.005 0.0767
H -2.6560 -1.1117 -0.2317 -0.145 0.040 0.047 0.1198
H -1.6961 -0.5073 -2.5406 -0.038 0.097 -0.103 0.0711
H -0.1856 -1.2209 -1.9576 0.098 0.054 -0.070 0.0679
H -1.6347 -2.1926 -2.0235 -0.048 -0.096 -0.056 0.0698
H -2.0299 0.8417 0.8949 -0.057 0.024 0.098 0.1107
H -2.2979 1.1622 -0.7978 -0.065 0.077 -0.096 0.1069
H -0.5994 2.5266 0.0302 -0.121 0.105 0.089 0.1215
H -0.2644 1.8129 -2.2625 -0.065 -0.036 -0.146 0.0739
H 1.2551 2.1862 -1.4466 0.100 0.080 -0.017 0.0802
H 0.8371 0.5230 -1.7265 0.044 -0.066 -0.004 0.0608
H 0.1271 0.6039 1.7895 -0.108 0.043 0.126 0.0913
H 0.9739 2.1080 1.4711 0.142 0.074 0.122 0.1085
H 3.0855 0.4842 3.0885 -0.013 0.074 0.030 -0.1079
H 1.9461 -1.8020 2.2669 -0.048 -0.001 0.018 -0.0975
```
Positions in Å, forces in eV/Å.

As for the charge: -1. The value obtained for the electronic energy is -86226.2528 eV. The value obtained for the HOMO energy is -5.06 eV.